Record 1
Computed, not measured: 2 unconnected molecules or ions with the total composition C7H16N4O2S in a non-equilibrium geometry, with ωB97M-V/def2-TZVPD.

Cartesian coordinates (Å):
1 C -3.47 -1.64 0.93
2 C 1.67 -0.91 -1.50
3 C 0.33 -0.24 -1.34
4 C 1.47 0.18 -0.58
5 C 4.20 0.18 0.26
6 C 3.60 2.14 1.74
7 C 1.98 1.15 0.17
8 N -4.36 -0.59 0.76
9 N -4.02 -2.53 1.86
10 N -4.87 1.11 -0.93
11 N 3.35 1.25 0.63
12 O -2.39 -1.86 0.36
13 O -2.52 1.21 0.11
14 S -3.57 0.11 -0.44
15 H 1.63 -1.93 -1.19
16 H 2.30 -0.78 -2.40
17 H -0.30 0.43 -1.96
18 H -0.45 -0.87 -0.92
19 H 4.15 -0.72 0.82
20 H 3.98 -0.14 -0.76
21 H 5.28 0.46 0.37
22 H 3.67 1.55 2.64
23 H 4.55 2.73 1.64
24 H 2.88 2.84 1.80
25 H -1.65 0.81 0.04
26 H 1.34 1.83 0.58
27 H -4.82 -2.13 2.42
28 H -3.62 -3.40 1.99
29 H -4.65 1.82 -1.53
30 H -5.54 1.20 -0.26

2S+1: 1
Net charge: 0
Kohn-Sham gap in eV: 8.0206
Energy above the lowest of the compared OMol25 structures with the same formula, charge and spin in kcal per mole: 5.5
HOMO energy in eV: -7.414

Atom charges from the Löwdin analysis, given in e for atoms 1 to 8: atom 1 (C): -0.7456, atom 2 (C): -0.1086, atom 3 (C): -0.1426, atom 4 (C): -0.2561, atom 5 (C): -0.1021, atom 6 (C): -0.0717, atom 7 (C): -0.0220, atom 8 (N): -0.1837

---

Record 2
Computed, not measured: a molecular structure, C30H27AsBN8OPd, with ωB97M-V/def2-TZVPD.

Cartesian coordinates (Å):
1 Pd 0.58 -0.88 -0.69
2 C -0.40 -0.49 3.43
3 C 0.21 0.07 2.32
4 N 0.50 -0.89 1.44
5 N 0.06 -2.07 1.95
6 C -0.49 -1.84 3.16
7 B 0.09 -3.37 1.11
8 N -1.01 -3.22 0.01
9 C -2.13 -3.89 -0.29
10 C -2.78 -3.25 -1.33
11 C -1.99 -2.16 -1.64
12 N -0.93 -2.16 -0.83
13 N 1.45 -3.41 0.35
14 C 2.42 -4.32 0.36
15 C 3.42 -3.91 -0.51
16 C 2.97 -2.70 -1.03
17 N 1.78 -2.43 -0.49
18 N -0.06 -4.59 1.95
19 C 0.55 -4.88 3.14
20 C 0.40 -6.21 3.37
21 C -0.29 -6.69 2.24
22 N -0.56 -5.72 1.39
23 H -0.72 0.02 4.33
24 H 0.46 1.10 2.12
25 H -0.89 -2.65 3.74
26 H -2.37 -4.79 0.26
27 H -3.70 -3.55 -1.81
28 H -2.10 -1.38 -2.38
29 H 2.33 -5.21 0.96
30 H 4.33 -4.42 -0.75
31 H 3.43 -2.05 -1.75
32 H 1.05 -4.12 3.73
33 H 0.74 -6.77 4.23
34 H -0.61 -7.70 2.02
35 O -0.55 0.54 -1.41
36 As -0.34 2.23 -1.19
37 C 1.54 2.53 -1.15
38 C 2.43 1.50 -0.88
39 C 3.78 1.73 -0.73
40 C 4.26 3.03 -0.86
41 C 3.39 4.07 -1.15
42 C 2.03 3.83 -1.29
43 C -1.10 2.67 0.50
44 C -2.27 2.02 0.87
45 C -2.83 2.30 2.11
46 C -2.21 3.21 2.96
47 C -1.04 3.85 2.58
48 C -0.47 3.58 1.34
49 C -1.16 3.18 -2.61
50 C -0.63 3.07 -3.89
51 C -1.22 3.78 -4.92
52 C -2.33 4.59 -4.65
53 C -2.84 4.69 -3.37
54 C -2.26 3.98 -2.33
55 H 2.14 0.43 -0.85
56 H 4.46 0.92 -0.53
57 H 5.32 3.23 -0.75
58 H 3.77 5.08 -1.26
59 H 1.36 4.64 -1.52
60 H -2.75 1.31 0.21
61 H -3.75 1.81 2.41
62 H -2.65 3.42 3.93
63 H -0.56 4.56 3.24
64 H 0.44 4.08 1.05
65 H 0.24 2.45 -4.09
66 H -0.83 3.71 -5.92
67 H -2.79 5.14 -5.46
68 H -3.70 5.32 -3.18
69 H -2.65 4.06 -1.33

2S+1: 2
Net charge: +2
Kohn-Sham gap (spin up / spin down) in eV: 5.9918 / 5.5821
Energy above the lowest of the compared OMol25 structures with the same formula, charge and spin in kcal per mole: 0.0
HOMO energy (spin up / spin down) in eV: -14.081 / -14.080

Atom charges from the Löwdin analysis, given in e for atoms 1 to 8: atom 1 (Pd): 1.2139, atom 2 (C): -0.0038, atom 3 (C): -0.0922, atom 4 (N): -0.0153, atom 5 (N): 0.0286, atom 6 (C): -0.0179, atom 7 (B): -0.6497, atom 8 (N): 0.0528

---

Record 3
Computed, not measured: a single C5H8O2S molecule in a non-equilibrium geometry, with ωB97M-V/def2-TZVPD.

Cartesian coordinates (Å):
1 C -2.78 -0.47 0.99
2 C -2.40 0.30 0.01
3 C -1.24 -0.12 -0.85
4 O -0.65 -1.34 -0.40
5 C -0.16 1.02 -0.86
6 O 0.49 1.22 0.40
7 C 1.54 0.55 0.79
8 S 2.50 -0.53 0.01
9 H -3.65 -0.28 1.65
10 H -2.20 -1.34 1.21
11 H -2.93 1.21 -0.26
12 H -1.60 -0.21 -1.88
13 H 0.32 -1.37 -0.50
14 H 0.55 0.90 -1.67
15 H -0.74 1.93 -1.06
16 H 1.77 0.88 1.83

SMILES string: C=C[C@H](O)COC=S
2S+1: 1
Net charge: 0
Kohn-Sham gap in eV: 9.5361
Energy above the lowest of the compared OMol25 structures with the same formula, charge and spin in kcal per mole: 39.4
HOMO energy in eV: -9.309

Atom charges from the Löwdin analysis, given in e for atoms 1 to 8: atom 1 (C): 0.0265, atom 2 (C): -0.1361, atom 3 (C): -0.3523, atom 4 (O): -0.0672, atom 5 (C): -0.1272, atom 6 (O): -0.0935, atom 7 (C): -0.6856, atom 8 (S): 0.6994

---

Record 4
Computed, not measured: 2 unconnected molecules or ions with the total composition C2H3BrS in a non-equilibrium geometry, with ωB97M-V/def2-TZVPD.

Cartesian coordinates (Å):
1 C 0.00 -0.79 0.13
2 C -0.52 0.41 -0.42
3 S -0.04 -2.28 0.50
4 Br 2.50 0.45 1.48
5 H -1.56 0.27 -0.76
6 H 0.10 0.73 -1.26
7 H -0.48 1.21 0.32

2S+1: 1
Net charge: 0
Kohn-Sham gap (spin up / spin down) in eV: 6.2672 / 6.2424
Energy above the lowest of the compared OMol25 structures with the same formula, charge and spin in kcal per mole: 36.7
HOMO energy (spin up / spin down) in eV: -8.306 / -8.293

List of Löwdin charges in e, atom by atom: atom 1 (C): -0.6972, atom 2 (C): -0.1603, atom 3 (S): 0.9266, atom 4 (Br): -0.3761, atom 5 (H): 0.1043, atom 6 (H): 0.1095, atom 7 (H): 0.0932

---

Record 5
Computed, not measured: 2 unconnected molecules or ions with the total composition ClH2OP in a non-equilibrium geometry, with ωB97M-V/def2-TZVPD.

Cartesian coordinates (Å):
1 O 0.66 -0.87 -0.01
2 P -0.72 -0.43 0.12
3 Cl 2.53 0.67 -0.05
4 H -1.44 0.05 -0.97
5 H -1.04 0.59 0.91

2S+1: 1
Net charge: 0
Kohn-Sham gap (spin up / spin down) in eV: 9.0838 / 7.0956
Energy above the lowest of the compared OMol25 structures with the same formula, charge and spin in kcal per mole: 89.2
HOMO energy (spin up / spin down) in eV: -11.060 / -9.651

List of Löwdin charges in e, atom by atom: atom 1 (O): -0.6606, atom 2 (P): 0.7388, atom 3 (Cl): 0.0744, atom 4 (H): -0.0639, atom 5 (H): -0.0886

---

What is the formula in the fourth record?
C2H3BrS

---

Which value of energy above the lowest of the compared OMol25 structures with the same formula, charge and spin does entry 5 give?
89.2 kcal per mole

---

Copy entry 3 word for word.
Computed, not measured: a single C5H8O2S molecule in a non-equilibrium geometry, with ωB97M-V/def2-TZVPD.

Cartesian coordinates (Å):
1 C -2.78 -0.47 0.99
2 C -2.40 0.30 0.01
3 C -1.24 -0.12 -0.85
4 O -0.65 -1.34 -0.40
5 C -0.16 1.02 -0.86
6 O 0.49 1.22 0.40
7 C 1.54 0.55 0.79
8 S 2.50 -0.53 0.01
9 H -3.65 -0.28 1.65
10 H -2.20 -1.34 1.21
11 H -2.93 1.21 -0.26
12 H -1.60 -0.21 -1.88
13 H 0.32 -1.37 -0.50
14 H 0.55 0.90 -1.67
15 H -0.74 1.93 -1.06
16 H 1.77 0.88 1.83

SMILES string: C=C[C@H](O)COC=S
2S+1: 1
Net charge: 0
Kohn-Sham gap in eV: 9.5361
Energy above the lowest of the compared OMol25 structures with the same formula, charge and spin in kcal per mole: 39.4
HOMO energy in eV: -9.309

Atom charges from the Löwdin analysis, given in e for atoms 1 to 8: atom 1 (C): 0.0265, atom 2 (C): -0.1361, atom 3 (C): -0.3523, atom 4 (O): -0.0672, atom 5 (C): -0.1272, atom 6 (O): -0.0935, atom 7 (C): -0.6856, atom 8 (S): 0.6994

---

Look up the net charge of the second one.
+2